117
Properties=species:S:1:pos:R:3:forces:R:3:lowdin_charge:R:1 method="wB97M-V/def2-TZVPD" homo_energy_ev="-9.218 / -10.094" gap_ev="6.71 / 6.42" charge=+1 largest_force_ev_per_a=2.28 lumo_ev="-2.5 / -3.7" multiplicity=2 s_squared=0.753
I 7.6651 12.7010 11.9660 0.1166 0.1061 -0.2289 0.5729
Ge 9.7060 16.5219 12.1496 -0.4018 -0.2016 0.1817 0.9364
Ga 9.8938 13.3024 13.0286 0.3673 0.1450 -0.1298 -0.3244
S 10.5562 11.2875 13.9218 0.0782 -0.2918 -0.0352 0.6015
S 10.7215 10.6252 10.9821 0.2696 0.1529 -0.8654 0.7341
P 9.4556 15.2538 8.9943 0.2035 -0.0610 -0.5526 1.0935
P 9.1233 14.4627 15.0210 -0.4168 1.2984 -0.0478 0.9660
P 12.1984 14.1462 12.2849 -0.3547 0.6405 -0.0896 1.0204
O 9.5150 9.2429 12.8251 0.1698 -0.2667 -0.0112 -0.2067
N 8.2884 16.8036 10.9306 -0.0543 0.5522 -0.0812 -0.1800
N 9.6906 18.6851 11.9521 0.2882 0.2592 0.3309 -0.0607
N 11.4418 16.7460 11.5065 0.6185 -0.0799 -0.8124 -0.1508
N 9.7224 17.0530 14.0014 -0.2423 -0.4100 0.1874 -0.1586
C 7.9427 15.9983 9.7774 0.5419 -0.8450 0.6497 -0.3893
C 14.3421 15.8113 13.4296 -0.6160 0.3137 0.2197 -0.0802
C 11.5444 20.1696 9.0262 0.1728 -0.3927 -0.3076 -0.0740
C 14.0924 13.4655 10.2876 -0.4701 0.3822 0.4206 -0.0918
C 10.5625 20.0618 10.0237 0.3322 -0.3555 0.3676 -0.0064
C 10.2556 10.2736 12.4865 -0.4228 0.4079 0.9009 -1.2600
C 10.0015 14.7332 17.7034 -0.2052 -1.1288 0.0357 -0.0831
C 10.1838 18.3300 14.2852 0.0014 -0.0564 -0.1393 -0.2027
C 6.4059 20.5120 11.6599 1.2233 -0.4362 0.2603 -0.0793
C 10.2469 19.2003 13.1924 -0.4999 -0.0518 0.3446 -0.1679
C 6.8693 15.4217 16.4907 -0.5142 0.2558 -0.4820 -0.0932
C 11.1758 20.8902 14.6084 -0.3564 -0.1569 -0.5282 -0.0679
C 5.6661 19.4862 11.1398 0.2031 -0.8270 -0.4823 -0.0747
C 13.1159 12.8580 11.3284 0.0375 0.1273 -0.9662 -0.5577
C 9.7348 13.6988 16.5815 0.4077 0.2134 -0.4975 -0.5257
C 8.2909 19.0159 11.7090 -0.2713 0.8968 0.5843 -0.1492
C 7.7335 20.2721 11.9873 0.8763 -0.6916 -0.0987 0.0021
C 7.2900 14.8293 15.1481 -0.0198 -1.4779 0.1017 -0.5285
C 13.8742 11.8567 12.1752 0.9166 0.1568 0.2990 -0.1280
C 10.7169 20.4735 13.3603 0.7468 1.0094 -0.0534 -0.0151
C 7.5531 17.9558 11.1667 0.0494 0.6948 -0.0329 -0.2465
C 13.5096 13.8827 14.8065 0.6208 -0.2331 -0.3900 -0.1062
C 11.0505 20.0451 15.6858 0.4015 1.5128 0.9466 -0.0923
C 11.5328 17.8651 10.6424 -0.3561 0.5385 -0.1995 -0.2039
C 10.5787 18.9077 10.8281 0.6588 0.0156 -0.6840 -0.1592
C 12.4753 19.1443 8.8196 -0.3328 0.2187 1.0732 -0.0718
C 8.9302 12.4644 16.9792 -0.9359 0.0400 0.0647 -0.1061
C 12.2355 15.5800 11.1194 0.8762 0.4377 0.4593 -0.4218
C 9.2890 17.7167 7.3608 -1.1900 0.2608 -0.0078 -0.0992
C 6.2076 18.2201 10.8789 -0.1075 0.2779 0.2414 0.0034
C 10.5619 18.7911 15.5689 -0.6016 -1.4787 -1.6346 -0.0175
C 9.6621 13.0178 7.1726 -0.7783 -0.9594 1.4918 -0.0995
C 9.1969 8.2890 11.8075 -0.2533 -1.4490 -0.2161 -0.0865
C 8.7082 13.7535 8.1657 0.0626 -0.6973 -0.1515 -0.5625
C 12.4883 18.0148 9.6234 -0.8771 -0.0235 0.8808 -0.0441
C 6.8301 15.7310 14.0261 -0.5932 0.7729 -0.0191 -0.1589
C 7.4272 14.0754 7.4143 -1.0092 -0.2530 0.1444 -0.1285
C 11.2876 16.2552 7.1366 1.2009 -0.8160 -0.9403 -0.1341
C 9.8261 16.1672 15.1332 -0.4847 -0.0604 0.1814 -0.3909
C 9.7965 16.2960 7.4652 0.5499 0.1804 -1.2061 -0.5327
C 13.0967 14.9009 13.7431 1.3923 0.0189 -0.2410 -0.4883
H 14.6675 12.6674 9.8361 0.1543 -0.2096 -0.0188 0.0855
H 11.5763 21.8721 14.7499 0.0902 0.3909 -0.0620 0.1034
H 7.6409 14.6579 6.5072 -0.1910 0.3443 0.4747 0.0769
H 6.8424 13.8045 14.9901 0.2000 0.9435 0.2766 0.1108
H 11.5742 15.2281 6.7941 -0.0873 0.6452 0.4873 0.0737
H 14.1566 11.0320 11.5117 0.1712 0.1211 0.1989 0.0917
H 10.0810 13.6898 6.4813 0.4058 0.8419 -1.1081 0.0314
H 5.7290 15.8367 14.0137 0.3786 -0.2989 0.1783 0.1035
H 9.6120 18.2541 6.4744 0.2489 -0.4765 -0.5411 0.0835
H 13.5877 14.0039 9.4725 0.1746 -0.1461 0.3202 0.0742
H 12.3478 12.2953 10.7612 0.2267 0.6183 0.5608 0.0032
H 11.2861 20.4389 16.6684 0.1888 -0.1556 0.0007 0.1163
H 10.4551 18.1393 16.4016 0.0911 -0.1632 0.6128 0.0904
H 8.9058 11.7069 16.1690 -0.0009 0.4157 0.5751 0.0534
H 12.3552 15.6073 14.1132 -0.2594 -0.0792 0.1937 0.0711
H 4.6487 19.6746 10.8867 -0.6489 -0.0376 -0.1724 0.1018
H 9.8349 20.8774 10.2210 0.5190 -0.7753 -0.2717 0.1294
H 9.2051 8.7385 10.8041 -0.1970 -0.1412 0.5322 0.0393
H 8.4964 13.0904 9.0343 0.0063 0.2100 -0.6009 0.0403
H 10.9249 15.2530 17.5207 0.2705 0.4118 -0.0730 0.0700
H 9.3099 16.6393 15.9951 0.1545 -0.4188 -0.3588 0.0821
H 10.8604 16.0507 15.4424 0.4327 -0.0384 0.2165 0.0749
H 6.6632 14.5458 8.0929 0.6197 -0.2546 -0.9918 0.0803
H 11.6266 16.9075 6.2889 -0.7731 -0.2868 0.5936 0.0990
H 7.3326 15.1779 10.1304 -0.4464 -0.4564 -0.3744 0.0283
H 14.0253 16.6779 12.8400 0.2295 -0.2036 -0.1099 0.0666
H 10.1436 14.1572 18.6120 0.0851 -0.0377 0.2775 0.0867
H 10.7194 13.2914 16.2604 -0.3477 0.2942 0.2234 0.0857
H 13.1829 17.2078 9.4928 0.4180 0.0298 -0.2613 0.0963
H 11.6260 21.0084 8.3415 -0.3422 0.1339 0.3558 0.1081
H 6.9807 13.1566 6.9875 0.1181 0.2083 0.4832 0.0847
H 9.6465 18.3650 8.1259 0.0914 0.3396 1.1136 0.0385
H 12.6797 13.2588 15.1235 0.0375 -0.2814 0.0951 0.0409
H 8.1873 17.7584 7.3162 0.3199 0.0302 0.2816 0.0822
H 14.7240 16.2514 14.3687 -0.3564 -0.3561 -0.1527 0.0901
H 13.9278 14.4107 15.6549 -0.1976 0.1809 0.3590 0.0799
H 5.7547 15.4314 16.5057 0.7966 0.0828 0.1742 0.1081
H 7.4124 16.5866 9.0540 -0.4300 0.3805 -0.2393 0.0763
H 8.2109 7.8720 12.0816 0.4743 0.3793 -0.2004 0.1048
H 13.3202 11.4247 13.0014 -0.2209 0.0758 0.0930 0.0415
H 8.3646 21.0468 12.4340 -0.3064 -0.2551 -0.1979 0.1159
H 7.2052 16.7720 14.1215 0.0581 -0.7295 -0.1464 0.0867
H 14.3632 13.2539 14.4523 -0.9323 0.3224 0.1530 0.0837
H 6.0305 21.4891 11.7824 -0.6306 0.8450 0.2301 0.0967
H 10.7822 21.1875 12.5390 -0.0612 -0.3548 0.0146 0.1210
H 7.2502 14.8935 17.3416 -0.0663 -0.4351 0.4526 0.0463
H 14.7955 12.3474 12.5833 -0.6060 -0.6053 -0.3590 0.0900
H 9.4193 12.0781 17.8542 0.4042 -0.6307 0.2807 0.0758
H 9.1541 12.1885 6.6284 0.0896 0.7251 0.3851 0.0953
H 9.9250 7.4385 11.8256 -0.3834 0.8575 0.0693 0.1136
H 14.7695 14.1394 10.8156 0.2324 0.0263 -0.3092 0.0717
H 11.9316 16.5289 7.9640 -0.1126 -0.1577 0.0925 0.0175
H 10.4835 12.5535 7.7053 0.3087 -0.0718 0.1926 0.0615
H 9.3604 15.7798 6.6041 -0.3263 -0.1623 0.2804 0.0816
H 12.0332 15.1587 10.1400 -0.5011 0.2070 -0.2956 0.0288
H 13.2690 19.2495 8.1117 0.1366 0.1561 -0.5659 0.1073
H 7.2364 16.4524 16.5608 -0.2504 -0.0604 0.0161 0.0831
H 15.2099 15.3220 12.9817 -0.3168 -0.2080 -0.1988 0.0792
H 5.5375 17.4808 10.4682 0.1644 -0.2824 -0.0838 0.1123
H 13.3202 15.8672 11.1011 -0.8496 -0.2231 0.0354 0.0827
H 7.8989 12.6526 17.3507 0.4851 0.1962 -0.6005 0.0905
H 9.1958 15.4284 17.9032 -0.0825 0.1014 -0.1423 0.0645
H 7.1071 15.2675 13.0969 0.1234 0.2931 -0.6796 -0.0344